{
  "formula": "C22H40O10P2",
  "method": "ωB97M-V/def2-TZVPD",
  "spin_multiplicity": 1,
  "lumo_ev": 0.4,
  "symbols": ["C", "P", "O", "O", "P", "O", "O", "O", "C", "C", "C", "C", "C", "C", "H", "H", "H", "H", "H", "H", "H", "H", "H", "H", "C", "C", "O", "C", "H", "H", "H", "H", "H", "H", "C", "C", "O", "C", "H", "H", "H", "H", "H", "H", "C", "C", "O", "C", "H", "H", "H", "H", "H", "H", "C", "C", "O", "C", "H", "H", "H", "H", "H", "H", "C", "C", "O", "C", "H", "H", "H", "H", "H", "H"],
  "coordinates": [[3.11553, 0.67112, 0.57220], [2.52973, -0.75246, -0.42546], [3.90043, -1.16857, -1.23603], [2.23170, -2.05095, 0.65561], [1.22636, -3.14597, 0.09045], [1.20702, -3.29667, -1.35914], [1.67329, -4.50978, 0.81341], [-0.29336, -2.88866, 0.59799], [-0.61227, -1.50464, 0.63555], [-0.32192, -0.81587, 1.78705], [-0.58817, 0.53518, 1.85648], [-1.16653, 1.14702, 0.75761], [-1.48005, 0.43676, -0.37008], [-1.19057, -0.91884, -0.45914], [4.21599, 0.66301, 0.64709], [2.74109, 0.65651, 1.60284], [2.84671, 1.61881, 0.09941], [3.61661, -1.57696, -2.06480], [1.97443, -4.23485, 1.69630], [0.13702, -1.32413, 2.63026], [-0.35572, 1.06465, 2.77670], [-1.36953, 2.21541, 0.81515], [-1.96092, 0.89187, -1.23599], [-1.41257, -1.48733, -1.35673], [-2.74042, 3.94383, -3.92303], [-3.15370, 2.52313, -3.65115], [-2.49861, 1.79719, -2.93495], [-4.42257, 2.03630, -4.30747], [-1.81746, 4.16034, -3.39087], [-2.57186, 4.08296, -4.99320], [-3.51154, 4.62738, -3.57590], [-4.32686, 2.09560, -5.39268], [-5.26842, 2.64132, -3.97729], [-4.60069, 0.99981, -4.02646], [-0.84319, -8.29765, 1.49165], [-1.86021, -7.18404, 1.40112], [-3.01815, -7.36448, 1.70184], [-1.36560, -5.84330, 0.92076], [-1.33025, -9.20314, 1.84927], [-0.41533, -8.49271, 0.50709], [-0.05115, -8.02373, 2.19055], [-0.95975, -5.93316, -0.08837], [-0.59876, -5.46646, 1.59555], [-2.19323, -5.13748, 0.90327], [1.52875, -2.19025, 5.50438], [0.19071, -1.57921, 5.84850], [-0.66118, -1.41079, 5.00732], [-0.03550, -1.18867, 7.28827], [1.55697, -2.42259, 4.44092], [2.33076, -1.48619, 5.73176], [1.67484, -3.11175, 6.07004], [0.69938, -0.44139, 7.59233], [0.04382, -2.06737, 7.93035], [-1.03211, -0.76501, 7.39403], [6.13586, -0.09808, -3.24932], [5.77432, 1.33064, -3.57610], [5.27155, 2.05895, -2.75201], [6.06760, 1.81220, -4.97695], [5.87148, -0.30743, -2.21658], [5.58444, -0.77974, -3.90004], [7.20950, -0.24843, -3.37688], [5.51446, 1.21202, -5.70123], [7.13759, 1.74196, -5.17924], [5.75912, 2.85145, -5.07322], [-5.13708, 7.09099, -1.00309], [-3.70668, 6.61355, -0.95044], [-3.18539, 6.07372, -1.89997], [-2.95357, 6.83769, 0.33690], [-5.55685, 6.86744, -1.98208], [-5.72880, 6.58097, -0.24130], [-5.17663, 8.16921, -0.84102], [-3.45188, 6.31667, 1.15598], [-2.89947, 7.90516, 0.55645], [-1.94258, 6.44790, 0.23577]],
  "mulliken_charge": [-1.07, 0.36, -0.46, -0.30, 0.87, -0.76, -0.50, -0.04, -0.36, 0.30, -0.51, -0.59, -0.30, -0.44, 0.36, 0.31, 0.36, 0.34, 0.30, 0.28, 0.43, 0.45, 0.55, 0.46, -1.03, 0.84, -0.59, -1.13, 0.23, 0.39, 0.27, 0.34, 0.31, 0.30, -1.08, 0.66, -0.56, -0.75, 0.32, 0.31, 0.29, 0.34, 0.21, 0.28, -0.77, 0.86, -0.51, -1.20, -0.02, 0.30, 0.37, 0.33, 0.34, 0.31, -0.93, 0.86, -0.54, -1.10, 0.16, 0.28, 0.36, 0.31, 0.32, 0.30, -1.08, 0.77, -0.50, -1.11, 0.28, 0.33, 0.33, 0.33, 0.35, 0.28]
}